{"formula": "C14H17N4O8SV", "method": "the ωB97M-V functional and the def2-TZVPD basis", "species": ["V", "C", "C", "N", "C", "C", "N", "C", "O", "O", "C", "O", "O", "H", "H", "H", "H", "H", "O", "C", "O", "O", "C", "N", "C", "C", "N", "C", "S", "H", "H", "H", "H", "H", "H", "C", "C", "C", "O", "H", "H", "H", "H", "H", "H"], "coordinates": [[-0.2119, -0.6045, -0.3848], [1.8859, 0.0031, 2.9254], [0.4271, -0.2535, 2.8290], [-0.2781, -0.4948, 1.7280], [-1.5921, -0.6729, 2.1276], [-1.6804, -0.5465, 3.4760], [-0.4018, -0.2860, 3.8868], [-2.7653, -0.6059, 4.5116], [-3.9943, -0.8389, 4.0970], [-2.4510, -0.4266, 5.6523], [-2.5804, -0.9065, 1.0767], [-3.7539, -1.0631, 1.2385], [-1.9919, -0.9096, -0.1509], [2.2351, 0.5145, 2.0318], [2.4298, -0.9374, 3.0285], [2.1078, 0.6187, 3.7951], [-0.1707, -0.1384, 4.8641], [-4.0658, -0.9515, 3.1288], [-0.1807, -4.0137, 0.0530], [-0.1634, -2.9062, -0.0734], [-0.2170, -0.5323, -2.0284], [-0.0857, -0.2942, -3.2363], [-2.7606, 1.8382, -2.0038], [-1.4757, 2.3867, -2.4460], [-1.2707, 3.0652, -3.6267], [0.0330, 3.4266, -3.6679], [0.5982, 2.9580, -2.5080], [-0.3243, 2.3255, -1.7711], [-0.0777, 1.6610, -0.1744], [-3.5287, 2.1949, -2.6825], [-2.9759, 2.1885, -0.9972], [-2.7341, 0.7514, -2.0268], [-2.0666, 3.2309, -4.3313], [0.5922, 3.9717, -4.4072], [1.5560, 3.0933, -2.2219], [4.1057, -1.3251, -0.3430], [2.7245, -1.4508, -0.8645], [2.5061, -2.1629, -2.1486], [1.7871, -0.9585, -0.2075], [4.4049, -2.3053, 0.0447], [4.1743, -0.5871, 0.4505], [4.7986, -1.0978, -1.1543], [3.1819, -3.0138, -2.2347], [2.7750, -1.4705, -2.9545], [1.4758, -2.4734, -2.2996]], "relative_energy_kcal_mol": 0.0, "e_lumo_ev": [-8.42, -8.40], "multiplicity": 1, "orbital_gap_ha": [0.2729, 0.2734], "charge": 2, "max_force_ev_per_a": 0.1, "energy_ha": -2706.28437}